Computed, not measured: a molecular structure, C9H11Cl2NO4PrY, with ωB97M-V with the def2-TZVPD basis set.

```
29
Properties=species:S:1:pos:R:3:forces:R:3
Pr -0.404 -0.015 -4.910 -5.104 0.865 1.389
Y 0.370 0.180 -1.994 -3.378 -3.409 2.857
Cl -1.031 -1.739 -3.089 0.458 -0.214 -0.354
Cl -0.872 2.167 -3.605 0.916 -0.788 0.675
C 1.437 1.966 -1.365 5.336 8.206 3.592
C 0.364 -1.763 -6.199 3.938 -10.577 -7.157
C 0.455 1.180 -6.673 4.601 7.483 -10.138
O 2.034 2.848 -0.923 -2.767 -3.944 -2.057
O 0.676 -2.736 -6.814 -2.324 7.175 4.535
O 0.820 1.888 -7.561 -2.728 -5.193 6.532
O -1.106 -0.155 -0.546 1.173 0.714 -1.792
C -0.733 -0.490 0.645 -2.116 -0.538 2.659
C 0.738 -0.500 0.978 -0.405 -0.325 0.121
C 1.120 0.591 1.977 0.374 0.329 -0.104
C 0.697 0.276 3.406 -0.009 -0.066 0.204
C -0.792 0.132 3.665 -0.141 0.079 0.170
C -1.462 -1.037 2.957 0.174 0.036 0.428
N -1.691 -0.746 1.530 2.004 0.255 -1.689
H 1.035 -1.501 1.330 0.057 0.180 -0.083
H 1.345 -0.335 0.030 -0.056 -0.155 0.195
H 2.209 0.681 1.964 0.020 -0.016 -0.012
H 0.722 1.555 1.636 -0.105 -0.027 0.114
H 1.198 -0.645 3.721 0.100 0.077 0.038
H 1.075 1.081 4.039 0.082 -0.104 -0.033
H -0.915 -0.052 4.736 -0.060 0.084 -0.069
H -1.330 1.060 3.439 0.016 -0.103 0.070
H -0.866 -1.953 3.042 -0.147 0.028 -0.019
H -2.440 -1.216 3.392 -0.071 -0.149 -0.054
H -2.654 -0.720 1.192 0.164 0.098 -0.020
```
Forces are in eV/Å.

As for the expectation value of S²: 2.003. The orbital gap (alpha / beta) is 4.99 / 5.09 eV. Its HOMO energy (alpha / beta) is -22.3 / -22.3 eV. The lowest unoccupied orbital energy (alpha / beta) comes out at -17.287 / -17.189 eV. The net charge is +4. The spin multiplicity is 3.



Computed, not measured: a molecular structure, C27H26CuGe2N3O2, with ωB97M-V with the def2-TZVPD basis set.

```
61
Properties=species:S:1:pos:R:3:forces:R:3
Cu -1.166 1.404 -0.633 -0.151 0.137 -0.165
O 4.695 3.392 3.159 -0.366 0.303 -0.172
N 4.218 3.789 2.116 0.436 -0.519 -0.429
O 4.824 4.404 1.255 -0.293 0.063 0.436
C 2.809 3.410 1.819 0.314 0.200 -0.124
C 1.987 3.321 2.870 -0.201 0.004 0.296
C 0.612 2.964 2.688 0.088 -0.016 0.116
C -0.281 2.858 3.770 0.145 0.053 0.153
C -1.575 2.485 3.540 -0.156 -0.004 0.019
C -1.971 2.205 2.228 0.032 0.041 -0.151
N -1.150 2.290 1.193 0.275 0.067 0.319
C 0.139 2.673 1.411 -0.142 -0.044 -0.225
C 1.048 2.762 0.275 -0.244 -0.029 -0.091
N 0.557 2.435 -0.952 0.291 0.084 0.237
C 1.347 2.518 -2.007 -0.097 -0.033 0.050
C 2.679 2.927 -1.910 -0.029 0.020 -0.174
C 3.198 3.231 -0.683 0.112 -0.039 0.077
C 2.379 3.154 0.464 0.171 0.108 -0.024
H 2.367 3.519 3.864 -0.016 -0.033 -0.021
H 0.070 3.066 4.776 -0.033 -0.005 -0.102
H -2.290 2.394 4.347 0.031 0.000 -0.056
H -2.989 1.905 2.013 0.042 -0.045 0.005
H 0.913 2.242 -2.962 0.021 0.003 0.047
H 3.288 3.000 -2.803 -0.058 -0.055 0.078
H 4.231 3.526 -0.589 -0.052 0.012 -0.007
C 0.306 -0.991 2.465 -0.046 0.037 0.123
Ge 0.854 -1.586 0.685 -0.015 0.369 0.156
C 2.542 -0.714 0.229 0.115 0.070 -0.072
C 1.111 -3.512 0.732 -0.059 -0.175 -0.077
Ge -0.938 -0.944 -0.856 -0.018 -0.775 -0.106
C -0.552 -1.491 -2.674 -0.005 0.159 -0.181
C 0.721 -1.946 -3.032 -0.083 0.037 -0.112
C 0.991 -2.336 -4.339 -0.030 0.029 0.076
C -0.005 -2.253 -5.305 0.019 0.002 0.030
C -1.272 -1.789 -4.967 0.008 0.007 0.058
C -1.544 -1.409 -3.659 0.071 -0.129 -0.028
C -2.631 -1.739 -0.292 -0.207 0.154 0.100
C -2.728 -3.131 -0.221 -0.111 0.052 -0.022
C -3.895 -3.731 0.239 0.032 0.046 -0.014
C -4.977 -2.949 0.627 0.043 -0.018 -0.016
C -4.897 -1.565 0.553 0.080 0.014 -0.034
C -3.727 -0.964 0.101 0.042 -0.222 0.003
H 1.152 -1.096 3.151 -0.116 0.015 -0.030
H -0.520 -1.605 2.832 0.072 0.089 -0.022
H -0.014 0.056 2.463 0.053 -0.119 0.020
H 3.209 -0.789 1.093 -0.018 0.036 -0.111
H 2.399 0.342 -0.014 0.044 -0.108 0.029
H 3.025 -1.202 -0.622 -0.025 0.074 0.089
H 1.938 -3.706 1.420 -0.063 -0.059 -0.058
H 1.362 -3.919 -0.250 -0.014 0.017 0.092
H 0.215 -4.011 1.108 0.091 0.009 -0.032
H 1.506 -2.009 -2.284 -0.010 -0.005 -0.042
H 1.975 -2.706 -4.604 -0.054 0.025 0.013
H 0.206 -2.554 -6.324 -0.018 0.012 0.050
H -2.047 -1.732 -5.722 0.037 0.003 0.044
H -2.541 -1.069 -3.398 0.037 -0.008 -0.013
H -1.896 -3.753 -0.541 -0.051 0.019 0.030
H -3.961 -4.812 0.291 0.004 0.056 -0.007
H -5.885 -3.421 0.981 0.044 0.020 -0.020
H -5.747 -0.957 0.842 0.053 -0.024 -0.014
H -3.671 0.119 0.041 -0.019 0.020 0.007
```
Forces are in eV/Å.

As for the expectation value of S²: 0.757. The orbital gap (alpha / beta) is 6.89 / 6.42 eV. Its HOMO energy (alpha / beta) is -10.8 / -11.4 eV. The lowest unoccupied orbital energy (alpha / beta) comes out at -3.901 / -5.010 eV. The net charge is +1. The spin multiplicity is 2.



Computed, not measured: 2 unconnected molecules or ions with the total composition C4H10O3, with ωB97M-V with the def2-TZVPD basis set.

```
17
Properties=species:S:1:pos:R:3:forces:R:3
C -1.336 -2.678 0.782 1.103 -0.959 1.118
C -0.854 -1.263 0.544 -0.223 0.146 -1.217
C 0.178 -1.193 -0.610 0.305 1.025 -0.030
C 1.108 -0.006 -0.482 0.982 -0.382 0.200
O 2.169 -0.057 0.100 -0.542 0.235 -0.046
O 0.715 1.085 -1.155 -0.562 0.380 -0.187
H -1.813 -3.136 -0.080 -0.239 0.196 -0.051
H -1.920 -2.828 1.693 -0.551 0.478 -0.323
H -0.484 -3.329 1.030 0.126 0.151 -0.369
H -0.489 -0.723 1.414 -0.028 -0.342 0.236
H -1.690 -0.707 0.114 -0.164 0.301 0.565
H 0.904 -2.001 -0.688 -0.508 -0.454 0.136
H -0.385 -1.039 -1.530 0.206 -0.467 -0.195
H 1.354 1.805 -1.035 0.091 -0.324 0.176
O 0.998 5.425 0.326 0.750 -0.337 -0.170
H 1.430 5.041 -0.451 -0.041 0.168 0.291
H 0.116 5.607 0.027 -0.707 0.183 -0.134
```
Forces are in eV/Å.

The orbital gap is 10.78 eV. Its HOMO energy is -10.4 eV. The lowest unoccupied orbital energy comes out at 0.391 eV. The SMILES is CCCC(=O)O.O.



Computed, not measured: a molecular structure, C46H47AsN2P2S2Sr, with ωB97M-V with the def2-TZVPD basis set.

```
101
Properties=species:S:1:pos:R:3:forces:R:3
Sr -0.584 0.202 -0.126 1.829 -2.642 0.000
S -1.836 2.171 1.083 -0.934 1.255 1.307
C -1.786 2.583 -0.560 -0.397 0.904 -1.014
N -1.237 1.885 -1.530 -0.585 1.141 -1.002
C -1.439 2.447 -2.787 0.120 -0.035 0.204
C -1.014 1.885 -3.988 -0.007 -0.017 0.088
C -1.283 2.557 -5.167 0.048 -0.061 0.022
C -1.970 3.772 -5.159 -0.048 0.069 0.091
C -2.403 4.334 -3.968 0.000 0.013 0.018
C -2.130 3.660 -2.784 -0.053 0.019 0.097
S -2.557 4.067 -1.144 0.066 -0.136 0.067
H -0.508 0.928 -3.961 0.005 -0.014 -0.078
H -0.961 2.133 -6.110 -0.009 -0.009 0.005
H -2.177 4.279 -6.092 0.011 -0.001 -0.006
H -2.947 5.270 -3.956 0.031 -0.038 -0.040
N 0.802 -1.601 2.855 0.123 0.025 -0.145
P 1.805 -0.334 2.166 -0.125 0.011 0.235
C 3.370 -0.688 3.066 -0.013 -0.132 -0.183
C 3.474 -1.591 4.119 0.036 -0.033 0.050
C 4.694 -1.784 4.758 0.042 0.022 -0.030
C 5.819 -1.076 4.355 -0.095 -0.014 0.005
C 5.719 -0.170 3.306 0.008 -0.002 0.020
C 4.505 0.015 2.664 -0.011 0.048 -0.035
C 1.320 1.167 3.086 -0.098 -0.103 0.151
C 1.361 2.381 2.411 0.083 0.020 -0.048
C 1.098 3.570 3.082 -0.033 -0.026 -0.050
C 0.760 3.540 4.423 -0.009 -0.059 0.084
C 0.703 2.325 5.106 -0.002 0.036 -0.051
C 0.997 1.147 4.444 -0.020 -0.033 -0.031
P -0.865 -1.839 2.352 0.068 0.301 0.649
C -1.761 -0.994 3.716 0.158 -0.004 0.135
C -2.845 -0.175 3.430 0.000 -0.021 -0.049
C -3.510 0.501 4.450 0.023 -0.031 0.007
C -3.093 0.353 5.761 0.031 -0.031 -0.021
C -2.022 -0.488 6.061 -0.010 0.010 -0.020
C -1.366 -1.160 5.046 -0.021 -0.017 0.009
C -1.095 -3.556 2.951 -0.061 -0.131 -0.296
C -2.419 -3.993 3.038 0.014 0.014 -0.017
C -2.716 -5.279 3.457 0.006 -0.005 0.002
C -1.691 -6.156 3.790 0.019 0.051 0.006
C -0.374 -5.738 3.690 -0.019 -0.016 0.000
C -0.076 -4.447 3.266 -0.002 -0.020 0.013
H 1.292 -2.456 2.603 0.047 -0.053 0.167
H 2.604 -2.139 4.462 -0.009 0.032 -0.036
H 4.765 -2.491 5.576 -0.013 0.031 -0.025
H 6.766 -1.227 4.857 -0.025 -0.002 -0.021
H 6.591 0.387 2.984 -0.051 -0.019 0.008
H 4.437 0.726 1.846 0.004 -0.025 0.062
H 1.611 2.405 1.353 -0.027 -0.008 0.050
H 1.129 4.510 2.548 0.004 -0.019 0.002
H 0.536 4.463 4.945 0.000 -0.043 -0.019
H 0.434 2.301 6.155 0.011 0.012 -0.028
H 0.974 0.201 4.973 0.002 0.063 -0.032
H -3.176 -0.052 2.406 0.030 0.051 -0.010
H -4.345 1.148 4.210 0.020 -0.014 -0.002
H -3.600 0.886 6.556 0.002 -0.011 -0.013
H -1.702 -0.613 7.089 -0.021 -0.008 -0.035
H -0.535 -1.819 5.277 -0.014 0.035 -0.020
H -3.224 -3.312 2.781 0.016 -0.040 0.023
H -3.750 -5.599 3.521 0.051 0.028 0.003
H -1.919 -7.159 4.128 0.005 0.017 -0.031
H 0.433 -6.419 3.938 -0.028 0.035 -0.005
H 0.970 -4.168 3.200 -0.041 -0.014 0.019
C -0.743 -4.009 -4.365 -0.068 0.001 0.030
C -1.836 -3.534 -3.393 0.023 0.045 -0.037
C -2.400 -4.742 -2.631 0.007 0.004 -0.029
C -2.964 -2.860 -4.189 0.028 -0.047 0.009
C -1.255 -2.567 -2.443 0.257 0.240 0.220
C -0.741 -1.763 -1.665 -0.315 -0.632 -0.520
H -1.154 -4.735 -5.075 0.036 0.042 0.034
H 0.076 -4.480 -3.817 -0.026 0.015 -0.034
H -0.340 -3.162 -4.925 -0.004 -0.045 0.017
H -2.815 -5.472 -3.334 0.013 0.028 0.041
H -3.192 -4.427 -1.948 0.041 -0.017 -0.016
H -1.615 -5.226 -2.046 -0.038 0.014 -0.018
H -3.396 -3.565 -4.907 0.016 0.039 0.031
H -2.581 -1.994 -4.734 -0.027 -0.031 0.019
H -3.753 -2.518 -3.517 0.028 -0.003 -0.030
C 4.048 0.896 -1.223 -0.084 0.059 -0.011
As 2.323 0.248 -1.889 0.072 -0.079 0.094
C 2.774 -1.651 -1.900 -0.081 0.025 -0.040
C 2.516 0.610 -3.833 -0.009 -0.006 0.108
C 3.889 0.404 -4.387 0.020 -0.023 -0.068
C 4.295 -0.844 -4.859 -0.016 0.003 0.000
C 5.573 -1.032 -5.367 0.002 0.011 0.017
C 6.470 0.026 -5.414 -0.027 0.016 0.015
C 6.078 1.274 -4.947 0.002 -0.033 0.002
C 4.801 1.458 -4.438 -0.016 -0.010 -0.003
H 4.866 0.555 -1.853 0.040 -0.023 -0.009
H 4.174 0.494 -0.218 0.004 -0.016 -0.032
H 4.060 1.984 -1.170 0.004 0.015 -0.001
H 3.773 -1.813 -2.302 0.043 -0.006 0.001
H 2.024 -2.178 -2.489 -0.022 -0.009 0.021
H 2.718 -2.028 -0.880 0.029 -0.002 0.051
H 2.174 1.631 -3.995 -0.022 0.045 -0.019
H 1.796 -0.063 -4.299 -0.038 -0.002 -0.041
H 3.594 -1.672 -4.838 0.028 0.029 -0.009
H 5.867 -2.009 -5.733 -0.012 0.028 0.004
H 7.464 -0.118 -5.819 -0.018 0.001 0.018
H 6.768 2.109 -4.983 -0.019 -0.019 0.000
H 4.499 2.436 -4.077 0.014 -0.016 -0.021
```
Forces are in eV/Å.

The orbital gap is 8.04 eV. Its HOMO energy is -7.7 eV. The lowest unoccupied orbital energy comes out at 0.324 eV.



Computed, not measured: a molecular structure, C2H7N4, with ωB97M-V with the def2-TZVPD basis set.

```
13
Properties=species:S:1:pos:R:3:forces:R:3
C -0.897 0.279 -0.168 2.561 2.739 -1.886
C -0.218 0.981 0.931 0.479 3.319 -0.646
N -1.570 -0.621 0.423 -1.409 -3.807 0.496
N -1.739 -1.420 1.146 -1.266 -1.445 1.493
N -0.228 0.603 2.115 0.173 0.232 1.344
N 1.222 -0.848 -1.420 0.415 2.641 -1.104
H -1.432 0.801 -0.900 -0.780 1.249 -0.765
H 0.145 -0.164 -1.009 0.205 -1.177 0.143
H 0.156 1.978 0.609 0.026 -0.560 0.157
H 0.142 1.342 2.744 0.035 -0.942 -0.441
H 1.948 -0.321 -0.863 -0.648 -1.540 -0.746
H 1.463 -0.821 -2.443 -0.276 0.069 1.374
H 1.007 -1.787 -1.165 0.484 -0.779 0.582
```
Forces are in eV/Å.

The orbital gap is 10.11 eV. Its HOMO energy is -14.4 eV. The lowest unoccupied orbital energy comes out at -4.240 eV. The net charge is +1.